Record 1
DFT (ωB97M-V with the def2-TZVPD basis set) results for one molecule with the formula C4H12P2S2 in a non-equilibrium geometry.

Positions of all 20 atoms, in Å:
C1 0.092 -2.537 1.479
C2 1.123 -0.997 -1.629
C3 -1.222 0.721 -1.670
C4 0.916 1.284 3.142
P1 -1.230 -1.434 0.834
P2 -0.186 -0.338 -0.516
S1 1.097 1.449 0.115
S2 2.004 0.647 1.787
H1 1.012 -2.117 0.967
H2 0.010 -3.620 1.128
H3 0.290 -2.470 2.530
H4 2.038 -0.689 -1.290
H5 1.040 -2.132 -1.572
H6 0.861 -0.818 -2.615
H7 -1.628 0.248 -2.590
H8 -2.163 1.039 -1.118
H9 -0.494 1.575 -1.884
H10 1.174 0.593 4.049
H11 -0.196 1.094 2.984
H12 1.178 2.308 3.327

SMILES: CP=P(C)(C)SSC
HOMO-LUMO gap, eV: 7.87
2S+1: 1
DFT total energy, eV: -44589.533
Energy relative to the best compared isomer or geometry (same formula, charge and spin), kcal/mol: 33.41

***

Record 2
DFT (ωB97M-V with the def2-TZVPD basis set) results for a 2-piece molecular cluster, C4H12S overall in a non-equilibrium geometry.

Positions of all 17 atoms, in Å:
C1 1.187 0.067 -1.304
C2 1.899 -0.626 -2.446
H1 1.036 -0.624 -0.475
H2 1.704 0.977 -0.971
H3 0.339 0.703 -1.610
H4 2.224 -0.084 -3.324
H5 1.626 -1.705 -2.572
H6 2.890 -0.737 -1.981
C3 -1.771 0.369 2.311
C4 -1.202 0.812 0.965
S1 -1.416 -1.447 2.656
H7 -1.429 0.889 3.207
H8 -2.874 0.240 2.244
H9 -1.572 0.181 0.158
H10 -0.910 -1.667 1.445
H11 -0.111 0.880 1.084
H12 -1.618 1.772 0.612

SMILES: CCS.CC
HOMO-LUMO gap, eV: 9.84
2S+1: 1
DFT total energy, eV: -15176.651
Energy relative to the best compared isomer or geometry (same formula, charge and spin), kcal/mol: 24.32

***

Record 3
DFT (ωB97M-V with the def2-TZVPD basis set) results for a 2-piece molecular cluster, C4H12S overall in a non-equilibrium geometry.

Positions of all 17 atoms, in Å:
C1 -2.575 -2.845 1.181
C2 -2.185 -3.024 2.648
H1 -3.172 -3.681 0.782
H2 -3.353 -2.094 0.960
H3 -1.821 -2.493 0.469
H4 -1.383 -3.711 2.865
H5 -3.116 -3.179 3.194
H6 -1.880 -2.049 3.051
C3 0.715 0.180 -0.934
S1 1.910 1.510 -1.239
C4 0.775 2.926 -0.717
H7 0.038 0.088 -1.798
H8 1.070 -0.862 -0.888
H9 0.149 0.330 -0.012
H10 -0.155 2.464 -0.430
H11 0.570 3.571 -1.571
H12 1.415 3.305 0.060

SMILES: CSC.CC
HOMO-LUMO gap, eV: 9.37
2S+1: 1
DFT total energy, eV: -15176.838
Energy relative to the best compared isomer or geometry (same formula, charge and spin), kcal/mol: 20.03

***

Record 4
DFT (ωB97M-V with the def2-TZVPD basis set) results for a 2-piece molecular cluster, C4H12S overall in a non-equilibrium geometry.

Positions of all 17 atoms, in Å:
C1 -0.876 -1.484 -1.370
C2 0.427 -0.646 -1.517
S1 -2.599 -0.921 -2.164
H1 -0.512 -2.504 -1.840
H2 -0.917 -1.674 -0.193
H3 0.184 0.523 -1.273
H4 -2.647 0.285 -1.575
H5 0.731 -0.458 -2.603
H6 1.282 -1.146 -0.970
C3 1.289 0.783 1.901
C4 -0.076 1.252 1.467
H7 2.170 1.340 1.666
H8 1.300 0.733 3.002
H9 1.712 -0.141 1.447
H10 -0.876 0.751 1.948
H11 -0.282 1.021 0.394
H12 -0.308 2.285 1.680

HOMO-LUMO gap (spin up / spin down), eV: 9.63 / 4.95
2S+1: 2
DFT total energy, eV: -15166.668
Total charge: +1
Energy relative to the best compared isomer or geometry (same formula, charge and spin), kcal/mol: 55.94

***

Record 5
DFT (ωB97M-V with the def2-TZVPD basis set) results for a 2-piece molecular cluster, C4H12S overall in a non-equilibrium geometry.

Positions of all 17 atoms, in Å:
C1 -0.005 1.158 -2.659
C2 -1.695 1.211 -0.619
S1 -0.063 1.961 -1.061
H1 -0.876 0.547 -2.839
H2 0.420 1.716 -3.487
H3 0.820 0.436 -2.428
H4 -1.954 1.645 0.353
H5 -1.706 0.133 -0.547
H6 -2.371 1.781 -1.259
C3 1.427 -1.603 1.318
C4 0.448 -1.032 2.331
H7 2.439 -1.803 1.650
H8 1.121 -2.539 0.844
H9 1.492 -0.883 0.501
H10 0.624 -1.445 3.326
H11 -0.573 -1.325 2.067
H12 0.450 0.042 2.508

HOMO-LUMO gap (spin up / spin down), eV: 10.79 / 6.26
2S+1: 2
DFT total energy, eV: -15168.461
Total charge: +1
Energy relative to the best compared isomer or geometry (same formula, charge and spin), kcal/mol: 14.61

***

Record 6
DFT (ωB97M-V with the def2-TZVPD basis set) results for a 2-piece molecular cluster, C4H12S2 overall in a non-equilibrium geometry.

Positions of all 18 atoms, in Å:
S1 3.894 -2.057 5.802
C1 2.656 -0.462 4.022
C2 2.516 -1.827 4.628
H1 3.466 -1.000 6.526
H2 1.969 -0.271 3.180
H3 3.692 -0.328 3.667
H4 2.457 0.279 4.814
H5 1.574 -1.899 5.205
H6 2.483 -2.594 3.831
S2 4.566 -2.183 0.560
C3 4.503 0.509 0.555
C4 4.820 -0.668 -0.415
H7 5.073 -3.035 -0.356
H8 5.146 0.623 1.443
H9 3.453 0.443 0.886
H10 4.616 1.405 -0.078
H11 4.122 -0.784 -1.266
H12 5.848 -0.648 -0.824

SMILES: CCS.CCS
HOMO-LUMO gap, eV: 9.75
2S+1: 1
DFT total energy, eV: -26012.633
Energy relative to the best compared isomer or geometry (same formula, charge and spin), kcal/mol: 11.18

***

Record 7
DFT (ωB97M-V with the def2-TZVPD basis set) results for a 2-piece molecular cluster, C4H12S2 overall in a non-equilibrium geometry.

Positions of all 18 atoms, in Å:
C1 -0.143 -3.752 -1.012
C2 -0.881 -2.472 -0.631
S1 -0.225 -0.921 -1.301
H1 0.475 -4.039 -0.164
H2 -0.872 -4.556 -1.124
H3 0.303 -3.669 -1.999
H4 -0.983 -2.220 0.422
H5 -1.856 -2.522 -1.117
H6 0.688 -1.500 -2.112
C3 -0.469 0.950 1.576
S2 0.611 2.391 1.545
C4 0.682 2.647 -0.244
H7 0.031 0.083 1.140
H8 -0.689 0.651 2.599
H9 -1.351 1.198 0.995
H10 1.624 2.292 -0.666
H11 0.617 3.712 -0.466
H12 -0.109 2.117 -0.760

SMILES: CCS.CSC
HOMO-LUMO gap, eV: 9.09
2S+1: 1
DFT total energy, eV: -26012.387
Energy relative to the best compared isomer or geometry (same formula, charge and spin), kcal/mol: 16.84

***

Record 8
DFT (ωB97M-V with the def2-TZVPD basis set) results for a 2-piece molecular cluster, C4H12S3 overall.

Positions of all 19 atoms, in Å:
C1 0.079 1.247 1.945
C2 -1.332 0.935 2.401
S1 -2.095 -0.186 1.173
H1 0.070 1.717 0.963
H2 0.696 0.350 1.924
H3 0.546 1.955 2.627
H4 -1.344 0.424 3.359
H5 -1.931 1.840 2.472
H6 -3.230 -0.438 1.836
C3 -0.106 0.360 -2.306
C4 0.558 -0.769 -1.540
S2 1.830 -1.526 -2.572
S3 2.592 -2.781 -1.082
H7 -0.580 -0.013 -3.215
H8 0.616 1.115 -2.622
H9 -0.873 0.819 -1.684
H10 -0.183 -1.525 -1.280
H11 1.005 -0.405 -0.614
H12 3.682 -3.117 -1.785

SMILES: CCSS.CCS
HOMO-LUMO gap, eV: 8.64
2S+1: 1
DFT total energy, eV: -36848.145
Energy relative to the best compared isomer or geometry (same formula, charge and spin), kcal/mol: 5.37